Density functional theory data (ωB97M-V/def2-TZVPD) for a structure of composition C26H22F3FeN2O3.

CARTESIAN COORDINATES (ANGSTROEM)
C (-2.28418, -2.50254, 0.40177)
N (-2.19417, -1.27023, -0.37180)
C (-1.02844, -0.70244, -0.78140)
H (-0.16853, 0.39293, 1.33347)
C (0.26917, -1.40909, -0.81652)
C (0.42769, -2.07740, -2.04614)
C (1.50024, -2.91304, -2.27499)
C (2.44933, -3.04381, -1.28020)
C (3.61603, -3.93134, -1.55560)
F (4.73254, -3.50580, -0.90741)
F (3.38541, -5.21581, -1.15472)
F (3.91113, -3.96763, -2.88990)
C (2.34943, -2.37431, -0.06063)
C (1.23946, -1.56405, 0.20243)
N (-1.35342, 0.39740, -1.51494)
C (-0.40508, 1.40478, -1.94836)
C (-2.72321, 0.36221, -1.81416)
C (-3.26211, -0.71414, -1.10228)
C (-4.36249, -1.42375, -1.56571)
C (-4.95172, -0.97053, -2.75623)
C (-4.42661, 0.13915, -3.45363)
C (-3.28359, 0.81136, -2.99878)
H (-3.34474, -2.69417, 0.57928)
H (-1.79817, -3.32536, -0.14436)
H (-1.78189, -2.40068, 1.37113)
H (-0.34755, -1.95810, -2.80110)
H (1.55194, -3.43346, -3.22578)
H (3.13404, -2.49967, 0.68285)
H (1.14804, -1.08562, 1.18263)
H (-0.86235, 2.01475, -2.73674)
H (-0.13248, 2.05213, -1.10144)
H (0.52873, 0.95151, -2.30464)
H (-4.64739, -2.34340, -1.05051)
H (-5.84132, -1.48994, -3.13693)
H (-4.92629, 0.48976, -4.36298)
H (-2.75835, 1.59177, -3.54832)
O (4.64638, 0.50411, 2.44243)
C (3.67344, 1.13789, 2.51994)
Fe (2.31200, 2.22482, 2.22614)
C (3.41207, 3.61875, 1.92435)
O (4.20895, 4.43127, 1.66628)
C (2.41640, 1.90749, 0.46896)
O (2.83389, 1.55943, -0.55792)
C (-0.61092, 3.46419, 1.95525)
C (-1.12526, 2.22387, 1.85692)
C (-0.45710, 0.93058, 2.21203)
C (0.87152, 0.95683, 2.92628)
C (1.25398, 1.80488, 3.98877)
C (1.26363, 3.19615, 3.72089)
C (0.75637, 3.67181, 2.44874)
H (-1.18525, 4.35660, 1.65464)
H (-2.14017, 2.08850, 1.46246)
H (-1.17692, 0.23979, 2.74231)
H (1.30724, -0.06241, 2.83547)
H (1.64620, 1.36544, 4.91498)
H (1.60634, 3.93574, 4.46014)
H (1.12807, 4.65284, 2.08353)

Calculated values
Molar mass   523.3 g mol⁻¹
Total charge   +1
E   -78967.255 eV
Max |F|   0.106 hartree/bohr
2S+1   5

These are the Mulliken partial charges, in e, on atoms 1 to 5: atom 1 (C): -1.012, atom 2 (N): 0.757, atom 3 (C): -1.305, atom 4 (H): -1.109, atom 5 (C): 0.424

Density functional theory data (ωB97M-V/def2-TZVPD) for a structure of composition C26H22IrN7S3.

CARTESIAN COORDINATES (ANGSTROEM)
Ir (-0.14986, -0.05068, 0.05286)
S (0.18145, -0.70166, 2.40553)
C (1.79949, -0.27133, 2.61637)
C (2.29150, -0.19814, 3.95930)
N (2.64501, -0.10464, 5.04885)
C (2.66039, -0.01923, 1.54568)
S (2.18318, -0.04387, -0.07100)
C (4.04760, 0.24368, 1.79851)
N (5.15885, 0.46539, 1.98720)
C (-0.25576, 2.37884, 2.42757)
C (-0.04124, 2.88936, 1.03886)
C (0.13456, 4.28549, 0.90648)
C (0.25978, 4.85494, -0.31726)
C (0.19953, 4.04157, -1.46759)
C (0.25400, 4.59291, -2.76285)
C (0.17703, 3.77680, -3.85644)
C (0.05918, 2.39159, -3.68931)
C (0.01276, 1.81934, -2.43559)
S (-0.11290, 0.08874, -2.27423)
C (0.06901, 2.64610, -1.28737)
N (-0.03829, 2.08408, -0.01593)
H (-0.67757, 3.17002, 3.04331)
H (0.69168, 2.08292, 2.88198)
H (-0.92700, 1.52605, 2.44432)
H (0.14881, 4.88503, 1.80513)
H (0.38725, 5.92478, -0.42634)
H (0.35360, 5.66496, -2.86920)
H (0.20848, 4.19207, -4.85440)
H (0.00747, 1.74568, -4.55656)
N (-0.42875, -2.06040, -0.14577)
C (-0.20615, -3.19364, -0.05357)
N (0.02820, -4.45761, 0.05854)
C (0.55839, -5.25688, -1.06452)
C (1.80805, -5.99115, -0.60466)
C (1.50183, -6.83346, 0.63292)
C (0.96661, -5.94937, 1.75914)
C (-0.27153, -5.18956, 1.30588)
H (0.75038, -4.59364, -1.90569)
H (-0.21893, -5.96832, -1.35674)
H (2.58370, -5.25812, -0.36648)
H (2.17876, -6.61003, -1.42203)
H (2.39757, -7.35842, 0.96281)
H (0.75729, -7.59545, 0.38090)
H (1.73529, -5.23274, 2.06086)
H (0.70942, -6.54517, 2.63551)
H (-0.60662, -4.47362, 2.05482)
H (-1.09247, -5.88076, 1.09549)
N (-7.59267, -0.12627, -0.30686)
C (-6.45060, -0.07104, -0.21085)
C (-5.01949, -0.00209, -0.09159)
C (-4.35216, -0.79064, 0.83908)
C (-2.97942, -0.69744, 0.91533)
N (-2.26568, 0.12603, 0.13470)
C (-2.91150, 0.88029, -0.76397)
C (-4.28468, 0.85000, -0.90489)
H (-4.89206, -1.46302, 1.48939)
H (-2.42513, -1.28905, 1.62968)
H (-2.30795, 1.52522, -1.38488)
H (-4.76965, 1.47401, -1.64105)

Calculated values
Molar mass   720.9 g mol⁻¹
Total charge   +1
Relative energy (zero: lowest compared OMol25 entry of this formula, charge and spin)   7.8 kcal/mol
E   -73090.054 eV
Max |F|   0.012 hartree/bohr
2S+1   2

These are the Mulliken partial charges, in e, on atoms 1 to 5: atom 1 (Ir): 0.906, atom 2 (S): -0.321, atom 3 (C): 0.451, atom 4 (C): -0.068, atom 5 (N): -0.382

Density functional theory data (ωB97M-V/def2-TZVPD) for a structure of composition C26H22N4O9S2V.

CARTESIAN COORDINATES (ANGSTROEM)
V (0.79648, 0.81749, -0.13448)
O (-3.31083, -1.74088, -1.83245)
C (-2.09898, -1.52440, -1.58644)
N (-1.27190, -0.56346, -1.96091)
C (-1.64018, 0.52690, -2.72607)
C (-2.88116, 0.79892, -3.34450)
C (-3.09046, 1.96973, -4.06186)
C (-2.08150, 2.91271, -4.20001)
C (-0.84847, 2.66025, -3.61085)
C (-0.62175, 1.49771, -2.88720)
N (0.60532, 1.29508, -2.20261)
C (1.71818, 1.34382, -2.92430)
O (1.89007, 1.50820, -4.14423)
C (2.97283, 1.16573, -2.08772)
C (4.20761, 1.05377, -2.71486)
C (5.34601, 0.96607, -1.93785)
C (5.22143, 1.00994, -0.55545)
C (3.95679, 1.10740, -0.00653)
N (2.85214, 1.16819, -0.75575)
C (-1.41459, -2.57807, -0.72744)
C (-2.15154, -3.16111, 0.30618)
C (-1.53572, -4.06902, 1.14206)
C (-0.20480, -4.39662, 0.91004)
C (0.43399, -3.78882, -0.15823)
N (-0.14404, -2.90106, -0.96203)
H (-3.66454, 0.06907, -3.23593)
H (-4.06166, 2.14304, -4.51697)
H (-2.24407, 3.82785, -4.75998)
H (-0.03623, 3.37005, -3.70749)
H (4.21682, 1.05195, -3.79528)
H (6.32215, 0.87009, -2.39977)
H (6.08204, 0.95453, 0.09744)
H (3.80387, 1.12277, 1.06374)
H (-3.18002, -2.85578, 0.43191)
H (-2.07522, -4.50443, 1.97636)
H (0.33189, -5.08838, 1.54816)
H (1.47559, -4.01339, -0.37412)
O (1.56859, -1.14413, 0.65963)
S (1.87598, -0.65806, 2.01296)
O (3.16419, -1.07499, 2.51870)
O (1.64940, 0.79554, 2.02970)
C (0.68203, -1.36099, 3.15546)
C (1.15049, -2.42100, 3.92376)
C (0.33444, -3.04078, 4.85652)
C (-0.96456, -2.59289, 5.03172)
C (-1.43724, -1.53881, 4.26674)
C (-0.63061, -0.91045, 3.32540)
S (-1.42461, 0.40617, 2.37582)
O (-0.94937, 1.67585, 2.91672)
O (-2.83766, 0.17596, 2.56302)
O (-0.96489, 0.16920, 1.00721)
H (2.17255, -2.74181, 3.78115)
H (0.71730, -3.86930, 5.44049)
H (-1.61822, -3.06848, 5.75352)
H (-2.45756, -1.19473, 4.36294)
C (-2.38127, 2.86556, -0.10313)
C (-1.06703, 3.61626, -0.04877)
O (0.01442, 2.84008, 0.48370)
H (-3.10947, 3.45576, -0.66592)
H (-2.77611, 2.67722, 0.89621)
H (-2.26054, 1.91010, -0.61113)
H (-1.16106, 4.52608, 0.55560)
H (-0.74958, 3.90185, -1.05170)
H (-0.21514, 2.57494, 1.39908)

Calculated values
Molar mass   649.6 g mol⁻¹
Total charge   -2
Relative energy (zero: lowest compared OMol25 entry of this formula, charge and spin)   0.0 kcal/mol
E   -99070.733 eV
Max |F|   0.012 hartree/bohr
2S+1   4

These are the Mulliken partial charges, in e, on atoms 1 to 5: atom 1 (V): 0.853, atom 2 (O): -0.833, atom 3 (C): 0.428, atom 4 (N): -0.176, atom 5 (C): -0.497

The highest 2S+1 belongs to which entry?
C26H22F3FeN2O3

What is the 2S+1 in the second record?
2

Which value of total charge does entry 1 give?
+1